Run one
A 9-piece molecular cluster, H16IO8 overall, computed with ωB97M-V/def2-TZVPD.

Results
* frontier orbital gap: 9.0 eV
* charge: -1
* lowest unoccupied orbital energy: 2.94 eV

Cartesian coordinates (Å):
I  0.061  0.194  -0.640
O  -1.096  -1.689  1.975
H  -0.443  -1.338  2.531
H  -0.702  -1.285  1.175
O  1.883  -2.683  -1.841
H  2.391  -2.855  -1.041
H  1.881  -1.722  -1.888
O  2.410  -1.807  1.249
H  2.036  -1.299  0.585
H  2.130  -1.265  1.983
O  -2.720  -2.269  -0.583
H  -2.020  -1.674  -0.927
H  -2.586  -2.335  0.391
O  3.259  1.299  0.580
H  3.955  0.681  0.528
H  2.590  0.942  0.008
O  -0.422  3.386  -2.355
H  -0.034  3.877  -1.637
H  -0.540  2.520  -1.980
O  -0.991  1.959  2.138
H  -1.087  2.873  2.237
H  -0.753  1.923  1.126
O  -3.343  1.090  -0.964
H  -2.357  0.974  -0.911
H  -3.507  0.505  -1.734

***

Run two
A 9-piece molecular cluster, H16IO8 overall, computed with ωB97M-V/def2-TZVPD.

Results
* frontier orbital gap: 8.8 eV
* charge: -1
* lowest unoccupied orbital energy: 2.90 eV

Cartesian coordinates (Å):
I  0.085  0.002  0.500
O  2.671  0.749  -1.759
H  1.837  0.989  -2.205
H  2.440  0.446  -0.895
O  2.527  -1.728  2.455
H  3.101  -1.812  1.702
H  1.829  -1.170  2.132
O  -0.362  -2.634  3.263
H  -0.142  -1.809  2.801
H  -1.298  -2.654  3.078
O  -0.107  -2.455  -2.316
H  0.783  -2.449  -2.731
H  0.101  -2.151  -1.449
O  -3.193  1.331  0.144
H  -3.382  0.387  0.209
H  -2.237  1.409  0.015
O  1.109  3.286  -0.856
H  0.739  2.427  -0.766
H  0.761  3.666  -1.691
O  0.280  0.934  -3.169
H  -0.120  0.405  -3.851
H  -0.171  0.579  -2.363
O  -2.571  0.558  2.901
H  -2.605  1.502  2.702
H  -2.073  0.202  2.153

***

Which structure is most stable? run two, by 0.424 eV over the runner-up.

***

Run one
A 8-piece molecular cluster, ClH14O7 overall, computed with ωB97M-V/def2-TZVPD.

Results
* frontier orbital gap: 9.7 eV
* charge: -1
* lowest unoccupied orbital energy: 3.10 eV

Cartesian coordinates (Å):
Cl  -0.006  -0.128  -0.002
O  -1.040  -3.036  -1.151
H  -0.585  -2.277  -0.754
H  -1.967  -2.793  -1.095
O  2.502  -2.324  1.643
H  1.697  -1.807  1.532
H  2.469  -2.614  2.558
O  -2.222  0.957  -2.684
H  -2.081  0.307  -3.376
H  -1.753  0.589  -1.925
O  -1.899  1.184  2.398
H  -1.511  0.617  1.715
H  -1.222  1.849  2.543
O  -0.361  3.163  -1.250
H  -0.626  2.323  -0.849
H  -0.438  3.802  -0.538
O  1.303  0.192  3.072
H  1.505  1.117  3.232
H  1.072  0.157  2.132
O  1.931  -0.700  -2.607
H  1.332  -0.828  -1.856
H  1.902  0.252  -2.738

***

Run two
A 8-piece molecular cluster, ClH14O7 overall, computed with ωB97M-V/def2-TZVPD.

Results
* frontier orbital gap: 10.1 eV
* charge: -1
* lowest unoccupied orbital energy: 3.25 eV

Cartesian coordinates (Å):
Cl  -19.979  -23.105  3.254
O  -21.152  -24.261  6.214
H  -20.653  -23.787  5.526
H  -20.983  -25.189  6.025
O  -18.673  -20.831  5.436
H  -18.176  -20.251  4.851
H  -18.764  -21.656  4.930
O  -19.600  -22.942  0.012
H  -20.158  -23.701  -0.180
H  -19.466  -22.985  0.983
O  -17.694  -25.485  2.950
H  -18.158  -24.724  3.337
H  -18.376  -25.924  2.433
O  -20.386  -19.818  2.376
H  -20.301  -20.775  2.543
H  -19.590  -19.442  2.761
O  -16.989  -21.934  2.460
H  -16.493  -22.601  1.973
H  -17.621  -22.447  2.991
O  -22.472  -21.303  4.952
H  -22.061  -21.910  4.318
H  -21.795  -21.182  5.627

***

Run three
A 8-piece molecular cluster, ClH14O7 overall, computed with ωB97M-V/def2-TZVPD.

Results
* frontier orbital gap: 7.4 eV
* charge: -1
* lowest unoccupied orbital energy: 2.85 eV

Cartesian coordinates (Å):
Cl  -25.661  1.425  9.946
O  -20.812  -0.118  9.238
H  -21.655  0.208  9.551
H  -20.233  0.643  9.270
O  -22.772  4.193  13.942
H  -22.823  3.897  13.034
H  -21.840  4.352  14.091
O  -22.591  4.597  6.760
H  -22.696  5.340  7.354
H  -23.296  3.996  7.000
O  -27.807  1.704  5.518
H  -27.378  1.671  6.373
H  -27.323  1.076  4.982
O  -28.600  6.176  7.833
H  -28.783  6.117  6.896
H  -28.558  5.266  8.127
O  -26.971  -3.178  12.091
H  -27.762  -3.038  12.612
H  -26.868  -2.369  11.590
O  -30.531  -0.013  9.071
H  -30.443  -0.289  9.984
H  -29.682  0.373  8.854

***

Which structure is most stable? run two, by 0.150 eV over the runner-up.

***

Run one
An isolated ion of composition C2H10BrN4 and charge +1, computed with ωB97M-V/def2-TZVPD.

Results
* SMILES: CN([NH3+])[C@H](N)NBr
* frontier orbital gap: 9.7 eV
* charge: +1
* lowest unoccupied orbital energy: -3.64 eV

Cartesian coordinates (Å):
C  -1.586  0.534  -0.691
N  -0.553  0.265  0.351
N  -0.069  1.514  0.844
C  0.530  -0.653  -0.145
N  0.255  -1.991  -0.344
N  1.584  -0.385  0.834
Br  3.365  -0.299  -0.001
H  -2.175  -0.452  -0.778
H  -2.256  1.274  -0.290
H  -1.049  0.712  -1.700
H  0.798  1.544  1.303
H  -0.896  1.759  1.466
H  -0.043  2.189  0.092
H  0.753  -0.275  -1.231
H  -0.501  -2.376  0.133
H  0.132  -2.333  -1.387
H  1.712  -1.027  1.545

***

Run two
A 2-piece molecular cluster, C2H10BrN4 overall, computed with ωB97M-V/def2-TZVPD.

Results
* frontier orbital gap (spin up / spin down): 6.2 / 8.6 eV
* charge: +1
* lowest unoccupied orbital energy (spin up / spin down): -5.14 / -4.23 eV

Cartesian coordinates (Å):
C  -1.717  -0.470  1.035
C  1.565  1.416  -0.143
N  1.718  2.688  -0.289
N  2.310  0.463  0.203
N  -1.263  -0.751  -0.282
N  -1.441  -2.028  -0.960
Br  1.502  -1.571  0.155
H  -0.935  -0.538  1.748
H  -2.294  0.550  1.001
H  -2.595  -1.118  1.347
H  0.430  1.195  -0.193
H  2.446  3.231  0.166
H  0.946  3.204  -0.725
H  3.330  0.540  0.240
H  -0.511  -2.474  -0.651
H  -1.253  -1.854  -2.001
H  -2.238  -2.484  -0.652

***

Which structure is most stable? run one, by 1.738 eV over the runner-up.

***

Run one
An isolated ion of composition C4H4NO3 and charge -1, computed with ωB97M-V/def2-TZVPD.

Results
* SMILES: CN([O-])C(=O)C=C=O
* frontier orbital gap: 6.9 eV
* charge: -1
* lowest unoccupied orbital energy: 4.09 eV

Cartesian coordinates (Å):
C  1.795  -0.716  0.087
N  0.382  -0.467  -0.140
O  -0.515  -1.444  0.052
C  0.003  0.823  -0.029
O  0.824  1.754  0.105
C  -1.454  1.001  -0.066
C  -2.219  -0.063  0.048
O  -3.241  -0.621  -0.037
H  2.230  -0.779  -0.866
H  2.330  0.088  0.501
H  1.852  -1.576  0.623
H  -1.988  2.000  -0.280

***

Run two
C4H4NO3 as an isolated structure, computed with ωB97M-V/def2-TZVPD.

Results
* frontier orbital gap: 9.3 eV
* charge: -1
* lowest unoccupied orbital energy: 4.11 eV

Cartesian coordinates (Å):
C  0.184  0.169  -0.688
C  -2.257  0.819  -0.652
C  0.352  -0.694  0.550
C  1.800  -0.312  0.453
N  1.433  0.505  -0.827
O  -3.008  1.373  -1.398
O  -0.838  0.552  -1.353
O  -2.240  0.573  0.537
H  -0.245  -0.442  1.575
H  0.076  -1.797  0.425
H  2.280  0.366  1.250
H  2.463  -1.112  0.129

***

Which structure is most stable? run two, by 1.875 eV over the runner-up.

***

Run one
One molecule with the formula C11H11NS, computed with ωB97M-V/def2-TZVPD.

Results
* frontier orbital gap: 6.2 eV
* charge: 0
* lowest unoccupied orbital energy: -1.10 eV

Cartesian coordinates (Å):
C  2.556  0.673  0.354
C  2.061  0.666  -0.844
C  2.337  0.501  1.594
C  0.933  0.419  2.151
C  1.622  0.631  -2.045
C  0.001  -0.112  1.506
C  -0.916  0.476  -0.610
C  -1.912  1.323  -0.391
C  -2.323  2.368  -1.365
C  0.842  -2.588  0.197
C  -0.434  -1.914  -0.085
N  -0.392  -0.437  0.297
S  -0.107  0.462  -2.328
H  3.215  0.637  2.374
H  0.986  0.673  3.248
H  -2.539  1.335  0.499
H  -1.365  2.755  -1.735
H  -3.027  3.126  -0.926
H  -2.865  1.955  -2.139
H  0.859  -2.813  1.318
H  0.831  -3.604  -0.210
H  1.681  -2.094  -0.348
H  -0.780  -2.011  -1.097
H  -1.262  -2.425  0.584

***

Run two
One molecule with the formula C11H11NS, computed with ωB97M-V/def2-TZVPD.

Results
* SMILES: C[C@]12C3=CC=CC=C1[C@@]2(C)SC=N3
* frontier orbital gap: 8.8 eV
* charge: 0
* lowest unoccupied orbital energy: 0.53 eV

Cartesian coordinates (Å):
C  0.506  0.876  1.646
C  -0.201  0.143  0.541
C  -0.144  -1.367  0.549
C  1.022  -1.964  0.262
C  2.224  -1.509  -0.383
C  2.268  -0.534  -1.270
C  1.027  0.147  -1.674
C  0.034  0.373  -0.889
C  -1.293  0.873  -0.416
C  -1.478  2.425  -0.311
S  -2.721  -0.147  -0.568
C  -2.360  -1.532  0.432
N  -1.261  -2.017  0.841
H  1.556  1.021  1.554
H  0.350  0.238  2.489
H  -0.101  1.826  1.818
H  1.087  -2.975  0.466
H  3.192  -2.080  -0.163
H  3.204  -0.401  -1.809
H  0.988  0.512  -2.755
H  -0.691  2.764  -0.978
H  -1.462  2.595  0.778
H  -2.422  2.899  -0.672
H  -3.326  -2.167  0.510

***

Which structure is most stable? run two, by 4.461 eV over the runner-up.